{"formula": "C9H18Si3", "method": "ωB97M-V/def2-TZVPD", "symbols": ["C", "C", "C", "C", "Si", "C", "C", "Si", "Si", "C", "C", "C", "H", "H", "H", "H", "H", "H", "H", "H", "H", "H", "H", "H", "H", "H", "H", "H", "H", "H"], "coordinates": [[2.569, 2.532, -0.719], [1.252, 2.470, -0.512], [0.376, 1.351, -0.132], [-0.254, 0.922, -1.444], [-0.933, -0.874, -1.641], [0.793, -1.862, -1.637], [0.986, -2.831, -2.560], [-2.313, -1.281, 0.085], [-1.552, 0.172, 1.730], [-0.330, -0.956, 2.579], [0.142, -0.839, 3.814], [-0.561, 1.686, 0.986], [3.118, 3.189, -1.272], [3.108, 1.567, -0.615], [0.663, 3.305, -0.909], [1.099, 0.695, 0.334], [-1.108, 1.544, -1.748], [0.513, 1.133, -2.218], [-1.429, -1.180, -3.015], [1.281, -1.908, -0.671], [1.763, -3.461, -2.738], [0.112, -2.910, -3.257], [-3.804, -1.348, -0.117], [-2.143, -2.655, 0.180], [-2.784, 0.312, 2.482], [0.073, -1.634, 1.875], [1.025, -1.399, 4.115], [-0.516, -0.252, 4.477], [-0.009, 2.011, 1.823], [-1.137, 2.501, 0.726]], "lowdin_charge": [0.028, -0.193, -0.498, -0.309, 0.506, -0.267, -0.079, 0.418, 0.548, -0.341, -0.056, -0.256, 0.018, 0.074, 0.118, 0.124, 0.078, 0.088, -0.034, 0.032, 0.007, 0.037, -0.098, -0.140, -0.057, 0.020, 0.058, 0.059, 0.062, 0.051], "smiles": "C=C[C@@H]1C[Si@@H](C=C)[SiH2][Si@@H](C=C)C1", "energy_ev": -33253.34334, "de_lowest_kj_mol": 184.2, "lumo_energy_ev": 0.732}

***

{"formula": "C9H19BO6S", "method": "ωB97M-V/def2-TZVPD", "symbols": ["C", "B", "O", "C", "C", "C", "S", "O", "O", "O", "C", "C", "C", "C", "O", "H", "H", "H", "H", "H", "H", "H", "H", "H", "H", "H", "H", "H", "H", "H", "C", "O", "H", "H", "H", "H"], "coordinates": [[-2.646, 1.090, 1.151], [-1.081, 1.121, 1.028], [-0.563, 2.219, 0.406], [-0.127, -0.044, 1.576], [-0.930, -1.076, 2.381], [-0.025, -2.177, 2.978], [1.667, -2.332, 2.397], [2.512, -1.759, 3.398], [1.878, -3.690, 2.009], [1.805, -1.418, 1.110], [0.584, -0.872, 0.502], [1.075, -0.166, -0.753], [-0.036, -0.257, -1.820], [-0.395, -1.775, -2.170], [0.281, -0.640, -3.061], [-2.979, 0.849, 2.159], [-3.099, 0.389, 0.446], [-3.039, 2.075, 0.905], [0.367, 2.385, 0.598], [0.635, 0.364, 2.246], [-1.635, -1.545, 1.698], [-1.480, -0.608, 3.192], [-0.478, -3.157, 2.875], [0.107, -1.997, 4.041], [-0.011, -1.736, 0.220], [1.308, 0.884, -0.602], [1.892, -0.723, -1.201], [-0.867, 0.442, -1.756], [-1.484, -1.490, -2.072], [-0.625, -2.458, -2.981], [1.214, 3.332, -3.670], [1.429, 2.487, -2.545], [1.410, 4.351, -3.347], [1.891, 3.083, -4.490], [0.183, 3.267, -4.028], [1.263, 1.582, -2.818]], "lowdin_charge": [0.007, -0.481, 0.154, -0.157, -0.180, -0.183, 0.618, -0.274, -0.270, -0.203, -0.276, -0.055, -0.332, 0.023, -0.067, 0.065, 0.074, 0.067, 0.112, 0.160, 0.121, 0.116, 0.104, 0.103, 0.138, 0.107, 0.147, 0.150, 0.082, 0.116, -0.140, -0.124, 0.079, 0.079, 0.079, 0.042], "smiles": "CB(O)[C@H]1CCS(=O)(=O)O[C@@H]1C[C@@H]1CO1.CO", "energy_ev": -33433.69312, "lumo_energy_ev": 0.275}

***

{"formula": "C9H19IN5O", "method": "ωB97M-V/def2-TZVPD", "symbols": ["C", "C", "C", "N", "C", "I", "N", "C", "N", "N", "C", "C", "C", "C", "N", "O", "H", "H", "H", "H", "H", "H", "H", "H", "H", "H", "H", "H", "H", "H", "H", "H", "H", "H", "H"], "coordinates": [[-3.546, 2.702, 0.945], [-2.824, 1.565, 0.223], [-1.307, 1.562, 0.485], [-0.799, 0.461, 1.341], [-0.592, -0.814, 0.766], [-2.240, -2.207, 1.441], [-0.602, -0.892, -0.698], [0.068, -2.033, -1.003], [0.155, -2.483, -2.251], [0.570, -2.633, 0.075], [0.712, -1.590, 1.126], [2.075, -0.867, 0.929], [2.015, 0.558, 0.334], [2.435, 0.561, -1.116], [3.820, 0.376, -1.356], [1.618, 0.729, -1.992], [-3.646, 2.499, 2.014], [-3.013, 3.647, 0.823], [-4.552, 2.840, 0.547], [-3.243, 0.607, 0.545], [-3.005, 1.648, -0.851], [-1.013, 2.477, 1.004], [-0.751, 1.576, -0.454], [-1.448, 0.361, 2.112], [-0.242, -0.104, -1.245], [-0.597, -2.292, -2.895], [0.969, -2.965, -2.596], [1.288, -3.332, -0.066], [0.625, -1.990, 2.130], [2.646, -1.504, 0.246], [2.640, -0.874, 1.859], [2.649, 1.237, 0.903], [1.008, 0.954, 0.370], [4.079, -0.601, -1.449], [4.045, 0.821, -2.244]], "lowdin_charge": [-0.101, -0.236, -0.195, -0.042, -0.724, 0.878, 0.124, -0.430, 0.249, 0.122, -0.253, -0.078, -0.088, -0.494, 0.133, 0.077, 0.078, 0.076, 0.077, 0.065, 0.109, 0.126, 0.098, 0.087, 0.128, 0.143, 0.137, 0.172, 0.126, 0.108, 0.124, 0.136, 0.068, 0.095, 0.104], "smiles": "CCCN[C@@]1(I)NC(N)=[NH+][C@H]1CCC(N)=O", "energy_ev": -27233.93766, "total_charge": 1, "lumo_energy_ev": -3.225}

***

{"formula": "C9H19N2O4Tl", "method": "ωB97M-V/def2-TZVPD", "symbols": ["Tl", "N", "O", "O", "O", "C", "C", "C", "C", "C", "C", "N", "O", "C", "C", "C", "H", "H", "H", "H", "H", "H", "H", "H", "H", "H", "H", "H", "H", "H", "H", "H", "H", "H", "H"], "coordinates": [[2.430, 2.014, 0.986], [3.627, 0.852, -1.689], [2.937, 0.776, -2.692], [4.848, 0.778, -1.699], [3.017, 0.987, -0.605], [-1.219, 2.478, 0.542], [-1.135, 0.916, 0.617], [-2.155, 0.401, -0.514], [-2.128, -1.048, -0.794], [-0.699, -1.371, -1.206], [0.405, -1.035, -0.205], [0.206, 0.375, 0.339], [1.155, 0.718, 1.282], [0.595, -2.035, 0.937], [1.654, -1.061, -1.035], [-1.629, 0.512, 2.017], [-2.183, 2.887, 0.240], [-0.778, 2.917, 1.437], [-0.542, 2.802, -0.248], [-3.191, 0.660, -0.294], [-1.909, 0.886, -1.459], [-2.632, -1.592, 0.004], [-2.743, -1.031, -1.695], [-0.444, -0.940, -2.174], [-0.663, -2.443, -1.402], [-0.234, -2.117, 1.640], [1.441, -1.778, 1.575], [0.757, -3.032, 0.529], [1.676, -0.167, -1.659], [1.885, -1.935, -1.645], [2.493, -0.947, -0.348], [-1.085, 0.865, 2.893], [-2.658, 0.860, 2.112], [-1.741, -0.560, 2.180], [0.643, 0.409, 2.033]], "lowdin_charge": [1.467, -0.500, 0.180, 0.187, -0.263, 0.008, -0.416, -0.127, -0.159, -0.098, -0.417, 0.068, -0.193, 0.032, -0.025, 0.006, 0.123, 0.084, 0.087, 0.146, 0.139, 0.136, 0.142, 0.144, 0.151, 0.095, 0.099, 0.128, 0.069, 0.147, 0.094, 0.102, 0.126, 0.093, 0.146], "energy_ev": -25473.09749, "de_lowest_kj_mol": 438.2, "total_charge": 2, "lumo_energy_ev": -13.505}

***

{"formula": "C9H19N3S2", "method": "ωB97M-V/def2-TZVPD", "symbols": ["C", "N", "C", "S", "C", "C", "C", "N", "C", "C", "C", "S", "N", "C", "H", "H", "H", "H", "H", "H", "H", "H", "H", "H", "H", "H", "H", "H", "H", "H", "H", "H", "H"], "coordinates": [[-2.206, -2.761, 2.521], [-1.630, -1.658, 1.778], [-0.301, -1.343, 1.775], [0.725, -2.321, 2.656], [0.247, -0.155, 1.016], [0.764, -0.602, -0.379], [1.464, 0.518, -1.216], [2.356, 1.322, -0.378], [3.575, 0.632, 0.109], [2.666, 2.633, -0.916], [-0.673, 1.087, 0.940], [-2.330, 0.999, 0.546], [-0.083, 2.336, 0.992], [-0.806, 3.614, 0.856], [-1.673, -3.692, 2.231], [-2.181, -2.630, 3.607], [-3.272, -2.886, 2.195], [-2.271, -1.016, 1.283], [1.083, 0.173, 1.635], [1.439, -1.451, -0.211], [-0.066, -0.990, -0.944], [0.669, 1.141, -1.735], [2.089, 0.030, -1.979], [3.375, -0.395, 0.414], [4.374, 0.648, -0.643], [3.959, 1.156, 1.000], [2.911, 3.313, -0.078], [3.494, 2.555, -1.647], [1.789, 3.087, -1.411], [0.962, 2.297, 0.966], [-1.182, 3.657, -0.143], [-1.645, 3.675, 1.574], [-0.159, 4.491, 1.049]], "lowdin_charge": [-0.139, -0.103, -0.768, 0.640, -0.337, -0.132, -0.183, -0.324, -0.066, -0.115, -0.642, 0.675, -0.060, -0.110, 0.068, 0.078, 0.094, -0.006, 0.108, 0.101, 0.110, 0.136, 0.118, 0.080, 0.081, 0.092, 0.088, 0.087, 0.085, 0.122, 0.057, 0.078, 0.090], "smiles": "CNC(=S)C(CCN(C)C)C(=S)NC", "energy_ev": -35781.64608, "lumo_energy_ev": 0.578}

***

{"formula": "C9H19N4", "method": "ωB97M-V/def2-TZVPD", "symbols": ["C", "C", "C", "C", "C", "N", "N", "C", "C", "C", "C", "N", "N", "H", "H", "H", "H", "H", "H", "H", "H", "H", "H", "H", "H", "H", "H", "H", "H", "H", "H", "H"], "coordinates": [[1.721, 1.163, -1.231], [2.132, 1.384, 0.194], [2.953, 0.177, 0.720], [2.026, -0.929, 1.311], [0.952, -1.455, 0.363], [1.183, -2.470, -0.463], [-0.277, -0.972, 0.432], [-1.465, -1.140, -0.618], [-1.959, 0.201, -1.005], [-2.358, 0.896, 0.360], [-3.797, 1.368, 0.448], [-2.160, -2.345, -0.290], [-1.433, -2.442, -1.256], [2.775, 1.000, -1.730], [1.176, 2.090, -1.757], [1.183, 0.325, -1.396], [2.720, 2.347, 0.147], [1.384, 1.552, 0.886], [3.558, -0.137, 0.006], [3.528, 0.511, 1.520], [1.424, -0.368, 2.102], [2.553, -1.746, 1.876], [2.146, -2.868, -0.638], [0.350, -2.912, -1.034], [-0.337, -0.113, 0.793], [-1.045, 0.722, -1.399], [-2.732, 0.126, -1.649], [-2.154, 0.111, 1.064], [-1.712, 1.767, 0.596], [-4.367, 0.426, 0.236], [-3.923, 2.257, -0.150], [-4.044, 1.475, 1.565]], "lowdin_charge": [-0.116, -0.253, -0.153, -0.062, -0.318, 0.203, 0.177, -0.385, -0.080, -0.254, -0.088, 0.213, 0.147, 0.127, 0.136, -0.013, 0.139, 0.068, 0.060, 0.101, 0.145, 0.147, 0.173, 0.140, 0.050, 0.121, 0.088, 0.084, 0.121, 0.094, 0.079, 0.109], "smiles": "CCCC/C(N)=[NH+]/C1(CCC)N=N1", "energy_ev": -15591.53549, "de_lowest_kj_mol": 355.2, "total_charge": 1, "lumo_energy_ev": -3.905}

***

Values of orbital gap, in order: 9.68, 9.90, 9.10, 4.09, 8.59, 10.20, all in eV.